1.
A structure of composition C26H26AsBrCl4N2O4Pd. Source: the Open Molecules 2025 dataset; level of theory: wB97M-V/def2-TZVPD.

CARTESIAN COORDINATES (ANGSTROEM)
Pd (-0.2286, 0.3155, -1.2316)
Cl (-3.2929, 4.3582, 3.2652)
C (-2.7021, 2.8993, 2.5144)
C (-3.4168, 1.7278, 2.6155)
Cl (-4.9272, 1.6876, 3.4876)
C (-2.9112, 0.5607, 2.0042)
Cl (-3.8157, -0.9348, 2.1168)
C (-1.7051, 0.5120, 1.2873)
O (-1.2647, -0.5581, 0.7314)
C (-0.9415, 1.7679, 1.1747)
O (0.1621, 1.7950, 0.5179)
C (-1.4842, 2.9011, 1.8003)
Cl (-0.5816, 4.3918, 1.6436)
C (3.2386, 0.3488, -2.9121)
O (2.7197, -0.3923, -1.8294)
C (3.4823, -0.5219, -0.7188)
C (4.8451, -0.2965, -0.6865)
C (5.5377, -0.5302, 0.5006)
Br (7.4225, -0.2176, 0.5291)
C (4.9091, -0.9673, 1.6337)
C (3.5194, -1.1555, 1.6110)
C (2.7877, -0.9289, 0.4440)
O (1.4877, -1.1750, 0.4642)
C (2.8542, -1.5776, 2.8502)
N (3.4884, -1.9679, 3.9369)
C (2.4932, -2.2566, 4.8459)
C (2.5840, -2.7129, 6.1607)
C (1.4085, -2.9123, 6.8637)
C (0.1571, -2.6611, 6.2799)
C (0.0460, -2.2075, 4.9776)
C (1.2288, -2.0158, 4.2722)
N (1.4967, -1.5903, 2.9993)
H (4.0727, -0.1740, -3.3938)
H (3.5685, 1.3379, -2.5848)
H (2.4155, 0.4532, -3.6122)
H (5.3778, 0.0377, -1.5633)
H (5.4394, -1.1491, 2.5570)
H (0.8473, -0.6206, -0.1582)
H (3.5547, -2.8945, 6.6070)
H (1.4506, -3.2632, 7.8883)
H (-0.7404, -2.8202, 6.8653)
H (-0.9186, -2.0017, 4.5284)
H (0.8532, -1.2828, 2.2744)
C (-0.7952, 2.1968, -5.1799)
C (-1.4562, 0.8303, -5.0158)
As (-1.6864, 0.3188, -3.1013)
C (-2.6047, -1.4056, -3.3995)
C (-3.7624, -1.4396, -4.3969)
C (-3.2614, 1.4191, -2.6623)
C (-2.8558, 2.7549, -2.0330)
H (-0.5525, 2.4004, -6.2271)
H (0.1244, 2.2585, -4.5933)
H (-1.4583, 2.9904, -4.8314)
H (-0.8391, 0.0539, -5.4774)
H (-2.4315, 0.8194, -5.5116)
H (-2.9486, -1.6924, -2.4036)
H (-1.8371, -2.1280, -3.6821)
H (-4.5109, -0.6795, -4.1626)
H (-4.2615, -2.4139, -4.3759)
H (-3.4158, -1.2696, -5.4188)
H (-3.8282, 0.8375, -1.9311)
H (-3.8899, 1.5634, -3.5464)
H (-2.1583, 2.5857, -1.2104)
H (-3.7262, 3.2851, -1.6392)
H (-2.3619, 3.4059, -2.7576)

HOMO energy: -0.60 eV
Kohn-Sham gap: 4.397 eV
electronic energy: -8195.3321 Eh
total charge: -2

=====

2.
A cluster of 6 separate species, C4H19NO7S in total. Source: the Open Molecules 2025 dataset; level of theory: wB97M-V/def2-TZVPD.

CARTESIAN COORDINATES (ANGSTROEM)
N (1.2456, 2.1388, 0.4938)
C (-0.1389, 1.9682, 0.8916)
C (-0.2812, 1.6440, 2.4114)
C (-0.2050, 0.1752, 2.8048)
S (1.5309, -0.3937, 3.1623)
C (-0.8465, 0.8822, 0.0643)
O (-0.3979, 0.3622, -0.9352)
O (-2.0796, 0.6576, 0.4638)
H (1.2907, 2.2021, -0.5075)
H (1.8362, 1.4144, 0.8833)
H (-0.7263, 2.8574, 0.6567)
H (0.5106, 2.1614, 2.9513)
H (-1.2846, 2.0027, 2.5861)
H (-0.8411, -0.0297, 3.6529)
H (-0.4591, -0.5583, 2.0440)
H (1.2841, -0.9436, 4.3476)
H (-2.4222, -0.1982, 0.1246)
O (-2.1656, -0.6463, -2.7220)
H (-1.6290, 0.1040, -2.4116)
H (-1.4871, -1.1812, -3.1581)
O (0.0487, -0.6024, -3.5697)
H (0.3402, -1.5314, -3.5276)
H (0.1539, -0.3001, -4.4779)
O (2.6493, 0.0849, -2.5877)
H (1.7318, -0.0107, -2.9310)
H (2.5319, 0.4808, -1.7165)
O (1.1554, -2.0050, -0.8955)
H (1.9652, -1.8635, -1.3954)
H (0.8788, -1.1395, -0.5671)
O (-2.2844, -1.8800, -0.3584)
H (-1.4746, -2.3837, -0.2044)
H (-2.2463, -1.5503, -1.2869)

HOMO energy: -9.31 eV
Kohn-Sham gap: 9.378 eV
SMILES: N[C@H](CCS)C(=O)O.O.O.O.O.O
electronic energy: -1143.4372 Eh
total charge: 0

=====

3.
A cluster of 3 separate species, C4H13NO3S in total. Source: the Open Molecules 2025 dataset; level of theory: wB97M-V/def2-TZVPD.

CARTESIAN COORDINATES (ANGSTROEM)
O (-0.5251, -1.2030, -2.0099)
C (-0.4111, -2.0520, -1.1614)
N (-0.1010, -1.7105, 0.1591)
C (-0.0127, -0.3346, 0.7566)
C (-1.2094, 0.5907, 0.0877)
S (-0.8623, 2.2327, 0.9785)
C (-0.4301, -0.5073, 2.2415)
H (-0.8635, -3.0002, -1.3272)
H (-0.3408, -2.4312, 0.8575)
H (0.9571, 0.0791, 0.5973)
H (-0.9268, 0.5625, -0.9948)
H (-2.2160, 0.1701, 0.3172)
H (-1.7970, 3.0331, 0.5782)
H (-0.5870, -1.5828, 2.5902)
H (-1.4658, -0.1946, 2.4195)
H (0.1613, 0.0806, 2.9561)
H (1.2943, 2.0290, -2.8528)
H (0.4772, 1.1595, -1.9327)
O (0.6133, 2.1010, -2.1492)
H (2.1201, -0.2132, -0.7549)
H (3.5324, 0.5717, -0.5114)
O (2.5929, 0.6194, -0.8450)

expectation value of S²: 0.7536
HOMO energy (spin up / spin down): -14.08 / -14.00 eV
Kohn-Sham gap (spin up / spin down): 10.451 / 5.235 eV
spin multiplicity: 2
electronic energy: -838.4898 Eh
total charge: +1

=====

electronic energy of number 2 (C4H19NO7S)? -1143.4372 Eh

=====

Which of these has the highest total charge? C4H13NO3S

=====

The highest total charge belongs to which entry? C4H13NO3S